Record 1
Computed, not measured: one molecule with the formula C5H11ClN2 in a non-equilibrium geometry, with ωB97M-V/def2-TZVPD.

Computed properties:
- E_LUMO (Ha) = 0.0307
- energy above the lowest of the compared OMol25 structures with the same formula, charge and spin (kcal per mole) = 7.3
- HOMO (hartree) = -0.3393
- orbital gap (eV) = 10.1
- SMILES = C[C@@H](N)/C(=C/Cl)CN

Structure (XYZ):
```
19
Properties=species:S:1:pos:R:3:forces:R:3:lowdin_charge:R:1
Cl 0.234930 2.886750 -1.358825 -0.070 -0.236 0.098 0.608
N 0.068482 -1.872242 0.217151 -1.557 -0.013 -0.743 0.057
N 2.505779 0.587227 -0.159103 -0.184 -0.119 -0.377 0.002
C -0.555487 1.421470 -0.807819 -0.058 -0.112 0.119 -0.494
C 1.357678 0.854464 0.704199 -0.257 -0.410 0.522 -0.277
C -0.015524 0.607009 0.099727 -0.158 0.089 -0.438 -0.282
C -0.715127 -0.679265 0.525784 -0.438 0.222 -0.146 -0.422
C -2.122185 -0.869568 -0.044040 0.467 0.785 -0.415 -0.075
H -0.803474 -0.657011 1.616941 0.046 0.086 0.025 0.142
H -2.512206 -1.781653 0.355867 -0.335 -0.550 0.144 0.066
H -1.520620 1.277968 -1.297045 0.405 0.022 0.263 0.062
H 0.274862 -1.928129 -0.768813 0.012 0.007 -0.212 0.082
H 1.449352 0.215070 1.614231 -0.005 0.515 -0.507 0.118
H 1.408767 1.895514 1.016758 0.084 0.026 0.150 0.099
H -2.792217 -0.037632 0.215461 0.208 -0.232 -0.083 0.085
H 2.407792 -0.347399 -0.560241 0.133 0.348 0.048 0.060
H 2.488368 1.248409 -0.937604 0.057 -0.274 0.192 0.046
H -2.064251 -0.952535 -1.143676 -0.150 -0.021 0.372 0.085
H 0.905081 -1.868446 0.711046 1.801 -0.134 0.987 0.036
```
Forces are in eV/Å.

Record 2
Computed, not measured: C20H23Cl2N2O8PdS2 as an isolated structure, with ωB97M-V/def2-TZVPD.

Computed properties:
- charge = +1
- E_LUMO (Ha) = -0.1455
- energy above the lowest of the compared OMol25 structures with the same formula, charge and spin (kcal per mole) = 0.0
- HOMO (hartree) = -0.4282
- orbital gap (eV) = 7.7

Structure (XYZ):
```
58
Properties=species:S:1:pos:R:3:forces:R:3:lowdin_charge:R:1
Pd 0.409918 1.482050 -1.612559 -0.033 -0.073 0.106 0.894
Cl 3.068282 1.184919 0.630141 0.004 0.000 -0.001 0.613
Cl 2.120182 3.121607 -1.357778 0.013 -0.017 0.015 0.642
S 1.350749 -0.607630 -3.621417 -0.068 -0.129 0.123 0.691
S -0.788795 -0.425990 2.101227 -0.014 0.024 0.004 0.632
O -0.081372 0.052695 0.944006 0.010 0.001 0.001 -0.335
O 0.426008 -0.023922 -4.546750 0.029 0.014 -0.020 -0.274
O -1.288563 0.403076 -1.637280 0.008 0.016 -0.017 -0.041
O -0.610722 -1.760905 2.582214 0.003 -0.016 -0.007 -0.273
O 1.147050 2.389253 -6.251516 0.041 0.058 -0.010 0.209
O 1.814906 0.245276 -2.502395 0.063 0.245 -0.201 -0.457
O -1.126377 2.331388 -0.677421 -0.021 -0.014 0.004 -0.075
O 0.183035 3.160590 -4.290487 0.044 0.027 -0.026 0.167
N -2.388127 -0.300021 1.754170 0.009 -0.010 0.004 -0.119
N 2.797101 -1.052419 -4.317460 -0.010 -0.047 0.011 -0.078
C 0.250408 3.494633 6.577652 0.000 0.001 0.002 -0.040
C 3.519439 2.144235 -0.753623 -0.002 0.006 -0.002 -0.916
C -0.345644 -4.349771 -1.796269 -0.003 0.005 0.001 -0.239
C 2.877153 -0.883524 -5.572948 0.009 0.021 -0.002 0.013
C -0.800792 -3.895179 -3.033822 -0.004 0.005 -0.001 -0.013
C -0.444653 1.221993 5.738373 0.000 -0.001 0.001 -0.021
C 1.190862 -2.487662 -1.689447 -0.019 0.021 0.010 -0.031
C -0.461673 0.710568 3.403116 -0.001 -0.007 0.005 -0.290
C -3.125001 1.061273 -0.201158 -0.012 -0.001 0.002 -0.060
C -0.281861 -2.749203 -3.606897 0.001 -0.001 0.001 -0.033
C -1.814270 1.268344 -0.869857 0.002 0.002 -0.020 -0.596
C -0.013017 2.518474 5.466608 0.003 0.003 -0.001 -0.256
C -0.024303 1.995856 3.104745 -0.001 0.002 -0.006 -0.063
C 0.193120 2.890029 4.138804 -0.003 -0.004 0.002 -0.024
C -0.671148 0.315001 4.717070 0.001 -0.003 -0.001 -0.043
C -0.942208 -5.572975 -1.164337 -0.003 0.001 -0.002 -0.032
C 0.662198 2.776393 -5.274996 -0.064 -0.100 0.026 -0.428
C 0.652085 -3.631836 -1.135639 0.005 -0.006 0.009 -0.006
C 0.714069 -2.061449 -2.924868 0.006 -0.018 -0.022 -0.311
C -2.976905 0.964587 1.324006 0.006 -0.020 -0.010 -0.184
H 1.322829 3.660965 6.693831 0.000 -0.001 0.001 0.091
H 3.807241 -1.160868 -6.059172 0.000 -0.001 0.001 0.099
H 4.280124 2.869238 -0.489281 -0.001 0.001 -0.001 0.041
H -2.400381 1.814196 1.698704 0.006 -0.004 -0.002 0.118
H -3.755788 1.918965 -0.445024 0.004 0.009 0.019 0.142
H 0.151819 2.280158 2.075103 0.002 -0.002 0.005 0.101
H -0.599138 0.916837 6.765628 0.000 0.000 0.000 0.119
H 2.064837 -0.469790 -6.172139 -0.002 -0.003 0.003 0.090
H 1.003198 -3.970541 -0.169368 -0.006 0.006 0.004 0.128
H -3.580909 0.155389 -0.597092 -0.004 0.010 -0.013 0.136
H -0.650970 -2.381888 -4.554907 0.001 -0.002 -0.001 0.122
H -1.731286 -5.285627 -0.466333 0.002 0.001 0.003 0.095
H -0.194442 -6.129978 -0.601810 0.000 0.001 0.001 0.087
H -0.136877 3.129985 7.527113 -0.001 0.001 0.000 0.079
H 0.533410 3.893624 3.913782 0.000 0.000 -0.001 0.121
H -3.968146 1.035274 1.767616 0.002 0.003 0.004 0.131
H -1.578611 -4.442925 -3.550155 0.001 -0.002 -0.002 0.123
H 1.949541 -1.921807 -1.166241 0.000 -0.004 0.002 0.120
H -1.380855 -6.232480 -1.911004 -0.001 0.000 0.000 0.083
H -2.946108 -0.873334 2.370301 -0.003 0.005 0.000 0.120
H 3.815748 1.501471 -1.573078 -0.001 -0.004 0.002 0.026
H -0.987354 -0.696993 4.933677 0.000 0.000 0.000 0.118
H -0.209014 4.460373 6.366649 0.001 0.001 -0.001 0.086
```
Forces are in eV/Å.

Record 3
Computed, not measured: C6H8 as an isolated structure in a non-equilibrium geometry, with ωB97M-V/def2-TZVPD.

Computed properties:
- E_LUMO (Ha) = 0.0377
- energy above the lowest of the compared OMol25 structures with the same formula, charge and spin (kcal per mole) = 83.2
- HOMO (hartree) = -0.3343
- orbital gap (eV) = 10.1

Structure (XYZ):
```
14
Properties=species:S:1:pos:R:3:forces:R:3:lowdin_charge:R:1
C -0.767482 -0.154697 -0.118273 -1.522 -0.551 -0.353 -0.405
C 0.238666 0.919431 0.107181 -0.261 -2.177 4.260 -0.149
C 2.691619 -0.161638 -0.053203 0.625 2.571 0.272 -0.005
C -0.123464 -1.307837 -0.265404 3.571 3.536 0.738 0.130
C 1.389583 -0.060852 -0.014137 -2.738 -3.185 -0.724 -0.148
C -2.270679 0.057686 -0.022382 3.479 -1.901 0.834 -0.024
H -2.454168 0.906855 -0.539948 -1.447 2.452 -1.777 0.042
H -2.685592 -0.858257 -0.340030 -1.198 -0.622 -0.423 0.070
H 0.178995 1.728930 -0.499145 0.150 2.496 -2.080 0.070
H 3.230692 -1.077051 -0.113182 0.185 -0.497 -0.181 0.042
H 0.063954 1.303714 1.217334 0.723 -0.562 -1.992 0.163
H -2.362807 0.217874 1.012142 -0.993 0.274 1.460 0.069
H 3.285995 0.818585 0.009317 -0.724 -1.540 0.008 0.089
H -0.415314 -2.332739 -0.380273 0.149 -0.295 -0.043 0.056
```
Forces are in eV/Å.

Record 4
Computed, not measured: C3H4FMnO2 as an isolated structure in a non-equilibrium geometry, with ωB97M-V/def2-TZVPD.

Computed properties:
- charge = +2
- spin multiplicity = 7
- E_LUMO (alpha / beta) (Ha) = -0.4339 / -0.4483
- energy above the lowest of the compared OMol25 structures with the same formula, charge and spin (kcal per mole) = 63.3
- HOMO (alpha / beta) (hartree) = -0.6895 / -0.6777
- orbital gap (alpha / beta) (eV) = 7.0 / 6.2

Structure (XYZ):
```
11
Properties=species:S:1:pos:R:3:forces:R:3:lowdin_charge:R:1
Mn 2.242041 1.448209 -1.083350 -0.392 -0.166 -0.886 1.547
F 1.791469 0.950742 1.802141 0.447 0.077 -0.641 0.186
O -0.566068 0.795039 -1.712384 1.727 0.089 1.389 -0.034
O 1.022852 -0.670121 0.664603 1.086 0.071 -1.611 0.017
C -0.392838 -0.562925 0.745245 -0.906 0.536 -1.040 0.102
C 1.823718 0.313211 0.667086 -1.437 -0.027 1.735 -0.223
C -1.162108 -0.149780 -1.051472 -0.837 0.207 0.184 -0.163
H -0.780994 -1.523510 1.081681 -0.188 0.290 -0.168 0.150
H -2.185670 0.131299 -0.740975 0.299 -0.280 0.148 0.130
H -0.657501 0.370351 1.246655 -0.288 -0.443 0.156 0.131
H -1.134904 -1.102514 -1.619225 0.490 -0.354 0.733 0.158
```
Forces are in eV/Å.

Record 5
Computed, not measured: one molecule with the formula C2H2N2OS in a non-equilibrium geometry, with ωB97M-V/def2-TZVPD.

Computed properties:
- E_LUMO (Ha) = 0.0188
- energy above the lowest of the compared OMol25 structures with the same formula, charge and spin (kcal per mole) = 48.6
- HOMO (hartree) = -0.3395
- orbital gap (eV) = 9.7
- SMILES = Sc1conn1

Structure (XYZ):
```
8
Properties=species:S:1:pos:R:3:forces:R:3:lowdin_charge:R:1
S 1.998030 0.074500 -0.021603 -0.209 0.270 -0.213 0.793
O -1.864366 0.640524 0.046760 0.759 -0.754 -0.880 -0.038
N -1.811252 -0.799410 -0.021919 1.207 0.883 0.280 0.067
N -0.586720 -1.110303 -0.038559 -0.853 -1.095 0.341 0.007
C -0.590863 1.054611 -0.032295 -0.538 -0.015 1.222 -0.138
C 0.238068 -0.043650 0.046754 -0.418 1.896 -0.913 -0.686
H 2.327619 -1.158447 0.327116 -0.204 -0.474 0.172 -0.143
H -0.478588 2.144472 -0.018957 0.255 -0.710 -0.008 0.137
```
Forces are in eV/Å.

Record 6
Computed, not measured: ClH8Na2O4 as an isolated structure, with ωB97M-V/def2-TZVPD.

Computed properties:
- charge = +1
- E_LUMO (Ha) = -0.1811
- HOMO (hartree) = -0.5073
- orbital gap (eV) = 8.9

Structure (XYZ):
```
15
Properties=species:S:1:pos:R:3:forces:R:3:lowdin_charge:R:1
Cl -0.536823 0.301590 0.843945 -0.198 0.275 0.890 -0.014
Na -0.757837 -1.292530 2.988389 0.151 -0.074 -0.387 0.677
Na -1.432230 2.854432 1.703032 0.091 -0.393 -0.437 0.735
O 2.629546 1.475478 2.142095 -0.189 -0.153 0.254 -0.058
O -2.771782 0.573843 -1.574455 0.027 0.146 0.084 -0.086
O -0.314211 -3.253908 -0.201069 0.007 0.215 0.279 -0.060
O 1.407901 0.460547 -1.887137 -0.069 0.086 0.005 -0.073
H 0.876817 0.292015 -1.099992 0.082 -0.115 -0.091 -0.091
H -0.652229 -2.370390 -0.013890 -0.013 0.012 -0.295 -0.035
H 1.455553 -0.370178 -2.370623 -0.003 0.043 0.046 0.035
H 0.314870 -3.124114 -0.919573 -0.024 -0.093 0.045 0.043
H 2.274378 2.368062 2.134027 0.127 0.041 -0.100 0.024
H -2.452541 0.721831 -2.471774 -0.021 -0.031 0.063 0.043
H -1.981525 0.445337 -1.036116 -0.008 -0.062 -0.141 -0.099
H 1.940114 0.917985 1.763141 0.042 0.104 -0.217 -0.041
```
Forces are in eV/Å.

Record 7
Computed, not measured: C20H18B2LiO22 as an isolated structure in a non-equilibrium geometry, with ωB97M-V/def2-TZVPD.

Computed properties:
- charge = -1
- E_LUMO (Ha) = 0.0490
- energy above the lowest of the compared OMol25 structures with the same formula, charge and spin (kcal per mole) = 0.0
- HOMO (hartree) = -0.2481
- orbital gap (eV) = 8.1

Structure (XYZ):
```
63
Properties=species:S:1:pos:R:3:forces:R:3:lowdin_charge:R:1
O 4.643615 0.124432 -1.539874 0.172 -0.045 -1.155 0.054
O -6.439085 -1.265848 3.494676 2.190 0.406 -1.796 0.119
O -0.158205 -0.226458 -7.385324 -1.009 -1.558 2.618 0.102
O -4.387695 -2.176488 2.923906 -1.569 2.070 -0.359 0.196
O -0.542285 -3.183878 -3.907614 -1.078 -0.223 -2.541 0.270
O -0.280685 -0.967288 -3.141134 0.000 -0.542 -1.237 0.230
O -0.000285 -4.319398 -2.041924 -0.403 2.500 -1.656 0.124
O 0.623535 0.569462 4.508996 -0.989 0.285 1.400 0.063
O -2.242645 -1.463418 1.970546 -0.524 2.649 0.930 0.254
O 2.926525 -0.316958 -0.106634 3.000 1.969 -1.224 0.045
O -6.520085 -0.636278 0.598096 3.768 -1.224 1.563 0.092
O -0.064185 -1.704138 1.463316 -1.512 -0.488 0.380 0.061
O -0.309255 1.023442 -0.417664 -1.738 1.195 -1.183 0.026
O -4.310725 -1.405908 0.715296 -1.180 0.501 -0.337 0.212
O 1.259635 0.540012 2.389326 0.470 1.642 1.906 0.042
O -1.224315 -4.367108 0.411866 -1.732 2.692 2.503 0.114
O -1.394655 2.731832 -1.338844 0.828 1.230 0.399 0.051
O -2.047515 -1.445938 -4.711874 -0.552 0.631 -1.248 0.203
O -3.106685 -3.458478 1.347246 0.099 -0.454 -0.597 0.233
O 0.445555 -1.489008 -1.122854 0.321 -0.721 -0.947 0.077
O -3.025215 -0.379988 -6.496804 1.013 -0.552 0.483 0.138
O 0.148935 -1.492658 -5.477024 -0.461 1.052 -1.302 0.227
C -3.471115 1.829932 -1.770134 -1.794 -1.346 -0.926 -0.148
C 6.018005 0.616802 -1.495244 -0.098 0.344 2.564 -0.095
C 2.234015 2.152372 4.011906 0.064 -0.304 0.384 -0.057
C 0.833275 1.311092 5.758086 0.469 -0.243 -0.038 -0.118
C -2.641555 3.058472 -1.945174 -0.075 -0.108 -0.300 -0.143
C -2.063255 -0.840258 -5.935734 -0.425 -0.167 1.366 -0.348
C -1.809995 -3.475648 1.048876 1.847 -2.350 -2.194 -0.300
C -5.518365 -1.372958 2.695236 -0.332 -2.842 2.200 -0.300
C -0.185465 -3.292468 -2.694354 1.876 -1.820 3.428 -0.377
C 4.007955 0.251492 -0.364514 -2.823 -2.669 -0.011 -0.439
C -5.504685 -1.061778 1.199096 -2.610 1.317 -1.697 -0.336
C 4.851985 0.999182 0.554706 0.942 0.482 1.163 -0.088
C -2.478775 0.701582 -1.549714 -0.023 0.206 0.307 -0.032
C -1.283055 1.448342 -1.055834 2.014 -1.630 2.027 -0.433
C -0.585745 -0.800918 -6.376574 1.731 0.747 -2.051 -0.326
C 0.085415 -1.823608 -2.232114 0.071 0.113 3.292 -0.346
C 2.199165 2.004002 5.557206 -0.737 -0.504 -0.606 -0.130
C 1.333155 1.048702 3.504276 0.488 -1.507 -1.657 -0.458
C -1.218915 -2.089698 1.535116 1.733 -1.513 -1.057 -0.366
C 6.249305 0.652202 0.057656 1.205 -0.292 -0.441 -0.145
B -0.672515 -1.789898 -4.310414 -0.618 0.430 -0.723 -0.910
B -3.522005 -2.124458 1.736366 -0.242 -0.677 0.855 -0.926
Li 1.070485 -0.156348 0.526346 -0.726 -0.555 -0.260 0.674
H -2.435525 3.209952 -3.004754 -0.100 0.401 0.016 0.131
H 0.917245 0.575342 6.557906 -0.183 -0.115 -0.201 0.121
H 6.728025 0.059732 -2.106514 -0.594 -0.509 0.169 0.126
H -3.076755 3.937862 -1.470454 0.325 0.073 -0.103 0.128
H 6.148115 1.668572 -1.750074 -0.803 0.066 -0.697 0.118
H 6.611745 -0.261788 0.528136 -0.569 -0.662 -0.470 0.114
H 2.359465 2.937992 6.095776 -0.237 -0.112 -0.028 0.112
H 4.594125 2.048432 0.410916 0.133 0.227 0.249 0.144
H -2.851015 -0.016748 -0.819274 0.321 -0.168 -0.186 0.128
H -0.000225 1.959092 6.029146 -0.144 0.053 -0.653 0.124
H -2.176165 0.220552 -2.479834 -0.132 -0.213 0.060 0.125
H -4.260865 1.826142 -1.018884 0.430 0.440 0.494 0.121
H 7.103345 1.275532 0.322596 -0.464 0.863 -0.077 0.109
H 3.227385 2.048632 3.575386 -0.180 0.295 -0.107 0.116
H 4.662315 0.667622 1.575576 -0.077 0.319 -0.060 0.131
H 2.864855 1.239202 5.957256 0.720 0.370 -0.489 0.112
H -4.049505 1.619522 -2.669744 0.059 0.128 -0.207 0.121
H 1.711845 3.048282 3.676076 0.443 0.415 0.066 0.134
```
Forces are in eV/Å.

Q: Number 6 is which compound?
A: ClH8Na2O4